No. 1
83
Properties=species:S:1:pos:R:3:forces:R:3 method="wB97M-V/def2-TZVPD" e_lumo_ha="0.16116 / 0.16093" energy_ev=-96291.6647 homo_energy_ha="0.0022 / -0.0526" orbital_gap_ha="0.159 / 0.214" spin_multiplicity=3 total_charge=-2
Ti 0.5741 -0.4650 0.0686 -0.03 -0.33 -0.38
C -2.1548 4.0479 -2.3054 0.00 0.03 -0.03
C -2.3194 3.1844 -3.4046 0.01 0.01 0.03
C -2.4522 1.8475 -3.1841 -0.02 -0.04 -0.01
C -2.4168 1.3083 -1.8532 0.09 -0.02 -0.03
N -2.1836 2.1483 -0.8094 -0.04 0.09 0.11
C -2.0977 3.4577 -1.0636 0.02 -0.03 -0.01
N -2.7074 0.0187 -1.7280 0.13 -0.20 0.03
C -2.5681 -0.7895 -0.6728 -0.11 0.09 0.11
N -1.6492 -0.8227 0.3570 0.31 0.04 -0.26
C -1.9702 -1.8793 1.1823 -0.09 0.16 0.02
N -1.4821 -2.2234 2.3784 0.03 -0.08 0.03
C -0.4115 -1.7075 2.9753 -0.04 0.12 -0.04
C -0.2671 -1.9983 4.3707 0.05 -0.02 0.05
C 0.7573 -1.4720 5.0964 -0.05 -0.03 0.00
C 1.6962 -0.6450 4.4533 0.03 0.04 -0.04
C 1.5337 -0.4419 3.1049 -0.03 0.08 0.10
N 0.5368 -0.9427 2.3606 -0.17 0.07 -0.16
C -3.1020 -2.5861 0.6416 -0.05 0.01 -0.03
C -3.7994 -3.7191 1.0620 0.00 -0.02 0.02
C -4.8572 -4.1596 0.2917 0.01 -0.02 0.02
C -5.2306 -3.4774 -0.8869 0.00 0.02 -0.02
C -4.5511 -2.3474 -1.2978 -0.02 -0.01 -0.01
C -3.4769 -1.9043 -0.5250 0.01 0.01 0.04
H -2.0627 5.1202 -2.4160 0.00 0.00 -0.01
H -2.3431 3.5746 -4.4166 0.00 0.00 0.00
H -2.5965 1.1471 -3.9951 0.00 0.00 -0.01
H -1.9664 4.0876 -0.1878 0.03 0.07 0.10
H -1.0173 -2.6396 4.8129 0.00 0.00 -0.01
H 0.8476 -1.6914 6.1553 0.00 0.00 0.00
H 2.5343 -0.2060 4.9771 0.00 0.00 -0.01
H 2.2599 0.1483 2.5597 -0.01 0.00 0.03
H -3.4965 -4.2348 1.9653 -0.01 0.00 0.00
H -5.4081 -5.0465 0.5860 0.00 0.00 0.01
H -6.0607 -3.8536 -1.4752 0.00 0.00 0.00
H -4.8224 -1.8138 -2.2010 0.00 0.00 0.00
N 0.9841 1.7691 -0.0937 -0.22 -0.06 0.18
C 1.5912 2.6762 0.8985 0.12 -0.05 -0.05
C 0.6145 3.5486 1.6845 -0.07 -0.13 -0.05
C -0.2665 2.8373 2.7097 0.05 0.10 0.06
N -1.0521 1.7960 2.1094 0.03 -0.14 -0.18
H 1.5759 1.6830 -0.9123 0.00 0.00 0.01
H 0.0782 2.1026 -0.4101 -0.10 0.09 0.03
H 2.2858 3.3498 0.3860 0.03 -0.02 0.02
H 2.1919 2.0829 1.5932 -0.01 0.00 0.01
H -0.0115 4.0939 0.9742 -0.10 0.04 -0.07
H 1.2005 4.3061 2.2164 0.02 -0.01 -0.02
H -0.8535 3.6115 3.2398 0.02 0.02 0.00
H 0.3864 2.3788 3.4626 -0.03 -0.02 -0.01
H -1.6625 2.0495 1.3363 0.10 -0.05 -0.01
H -1.5286 1.1904 2.7578 0.01 -0.05 0.03
N 0.7409 -0.6424 -1.7173 0.08 0.19 0.52
C 1.0921 -0.7095 -3.0096 -0.02 -0.02 -0.07
C 2.4364 -0.9029 -3.4323 0.00 0.03 0.05
C 2.7795 -0.9674 -4.7709 0.00 0.00 -0.02
C 1.8177 -0.8521 -5.7722 0.00 0.00 0.02
C 0.4896 -0.6746 -5.3849 0.01 0.00 -0.01
C 0.1302 -0.6065 -4.0522 -0.03 -0.04 -0.01
H 3.1970 -0.9948 -2.6642 0.00 0.00 -0.01
H 3.8218 -1.1119 -5.0410 0.00 0.00 0.00
H 2.0923 -0.9058 -6.8192 0.00 0.00 0.00
H -0.2836 -0.5908 -6.1437 0.00 0.00 0.00
H -0.9057 -0.4863 -3.7568 0.00 0.01 0.01
C -0.8272 -3.6104 -2.1493 -0.06 0.00 0.04
S 0.0795 -3.9415 -0.6293 0.06 0.05 0.05
C 1.6958 -4.2223 -1.3771 -0.05 0.09 -0.04
H -1.0168 -4.5331 -2.7016 0.02 0.00 0.00
H -0.2691 -2.9072 -2.7618 0.02 0.05 0.00
H -1.7737 -3.1483 -1.8773 -0.02 -0.03 -0.01
H 2.0258 -3.3143 -1.8844 0.00 0.01 0.02
H 1.6618 -5.0519 -2.0862 -0.02 0.00 0.01
H 2.3911 -4.4641 -0.5792 0.10 -0.01 0.10
F 3.6638 1.0699 -0.7233 0.04 0.03 -0.03
C 3.9265 -0.1273 -0.1167 -0.03 -0.12 -0.04
C 2.9053 -0.8788 0.4243 -0.19 0.13 -0.08
C 3.3445 -2.0438 1.0219 0.09 0.06 0.09
F 2.4736 -2.8555 1.6735 0.01 -0.20 -0.17
C 4.6636 -2.4662 1.0536 -0.01 0.00 0.00
F 5.0293 -3.6228 1.6464 0.01 -0.03 0.01
C 5.6357 -1.6770 0.4710 0.02 0.00 0.02
F 6.9306 -2.0548 0.4950 0.03 -0.01 -0.01
C 5.2648 -0.4847 -0.1172 0.00 0.02 0.00
F 6.2170 0.3002 -0.6670 0.02 0.02 -0.01

No. 2
8
Properties=species:S:1:pos:R:3:forces:R:3 method="wB97M-V/def2-TZVPD" e_lumo_ha=-0.02101 energy_ev=-26508.6228 homo_energy_ha=-0.3232 orbital_gap_ha=0.302 smiles="FC=S.C=S"
F -1.2523 -1.2950 -0.0823 -0.03 -0.25 0.03
C -1.9080 -0.3029 0.5135 0.15 0.70 -0.23
S -1.8238 1.2064 -0.0010 -0.11 -0.39 0.21
H -2.4603 -0.6695 1.3723 -0.04 -0.07 0.01
C 1.7555 0.2684 -0.5046 0.46 -0.02 0.19
S 3.1731 0.2344 0.2461 -0.18 0.01 -0.07
H 1.0662 -0.5636 -0.4473 -0.13 -0.05 -0.05
H 1.4497 1.1218 -1.0966 -0.12 0.07 -0.08

No. 3
12
Properties=species:S:1:pos:R:3:forces:R:3 method="wB97M-V/def2-TZVPD" e_lumo_ha=-0.14494 energy_ev=-12806.2664 homo_energy_ha=-0.4990 orbital_gap_ha=0.354 total_charge=+1
C -1.2240 -0.2558 -1.2288 4.21 -1.73 1.66
C 0.0461 0.6387 -0.7676 -0.94 -1.42 3.07
C 0.8556 0.5718 0.3676 -0.86 0.52 -4.84
N 0.6943 -0.5430 1.2814 -1.93 -0.63 3.26
I 2.3777 1.8645 0.9997 -0.42 -0.20 -0.37
H -0.9074 -0.6831 -2.1821 -0.40 0.31 -0.21
H -2.0933 0.3114 -1.2687 -1.37 1.14 -0.23
H -1.3704 -1.1594 -0.5897 -0.06 0.72 -0.22
H -0.0379 1.5133 -1.3405 0.98 1.28 -0.62
H 1.3283 -0.3220 2.1534 -1.74 -0.82 -1.70
H 0.6782 -1.5938 1.0982 0.80 1.62 -0.65
H -0.3472 -0.3428 1.4772 1.74 -0.80 0.85

No. 4
100
Properties=species:S:1:pos:R:3:forces:R:3 method="wB97M-V/def2-TZVPD" e_lumo_ha=0.02618 energy_ev=-509581.0882 homo_energy_ha=-0.2370 orbital_gap_ha=0.263 total_charge=-1
Cs -1.5512 -1.3617 0.1162 0.00 2.68 -0.40
N -1.8327 3.0026 4.3037 -0.08 0.04 -0.05
C -0.9513 2.2353 3.5963 -0.06 0.03 0.04
S -1.7345 1.2541 2.3202 0.11 -0.03 0.01
N 0.2936 2.3125 3.8379 0.10 -0.02 0.09
N 1.1282 1.5235 3.0616 0.05 0.05 -0.07
C 2.3239 1.9762 3.0101 -0.08 -0.07 0.00
C 2.7311 3.2636 3.6488 -0.01 0.00 0.00
C 2.3692 4.4711 3.0618 0.01 0.00 0.01
C 2.7571 5.6709 3.6390 0.00 0.00 0.00
C 3.5031 5.6711 4.8097 0.00 0.00 0.00
C 3.8668 4.4674 5.3967 0.00 0.00 0.00
C 3.4890 3.2666 4.8134 -0.01 0.01 0.01
C 3.3670 1.2149 2.2630 -0.05 0.02 0.01
C 4.5992 1.8154 2.0178 0.02 0.02 0.00
C 5.5757 1.1018 1.3414 -0.03 0.04 0.00
C 5.2856 -0.1828 0.9318 -0.02 -0.05 -0.08
C 4.0204 -0.6911 1.2048 -0.06 -0.01 0.00
N 3.0769 -0.0240 1.8554 0.04 0.01 0.00
H -2.7917 3.0325 4.0068 0.01 -0.02 0.02
H -1.4568 3.8021 4.7874 0.01 -0.02 0.00
H 1.7862 4.4647 2.1488 0.00 0.00 0.00
H 2.4766 6.6071 3.1734 0.00 0.00 0.00
H 3.8035 6.6080 5.2615 0.00 0.00 0.00
H 4.4493 4.4629 6.3093 0.00 0.00 0.00
H 3.7776 2.3254 5.2655 0.00 0.00 0.00
H 4.7851 2.8277 2.3455 0.02 0.00 0.00
H 6.5380 1.5512 1.1329 0.00 0.00 0.01
H 6.0059 -0.7865 0.3966 0.00 0.01 0.00
H 3.7606 -1.6898 0.8775 -0.06 -0.10 0.00
Br -1.6183 1.5173 -1.6223 0.00 0.48 -0.19
B -3.4689 2.1141 -1.8579 -0.05 -0.08 0.03
B -3.8360 3.8276 -2.0448 -0.03 0.02 0.01
C -5.4059 3.9814 -1.4240 0.00 -0.06 -0.03
B -4.3474 2.9598 -0.5811 0.00 0.01 0.01
B -6.0730 2.5762 -0.7475 0.00 0.03 -0.01
B -6.6230 3.2005 -2.3134 -0.01 0.01 0.01
B -5.2436 3.9727 -3.1139 -0.01 0.01 0.00
B -4.0193 2.7376 -3.4305 0.03 0.02 -0.02
Br -2.8183 2.8463 -4.9601 0.00 -0.01 -0.01
B -5.7526 2.3455 -3.5970 -0.03 0.04 -0.01
Br -6.5776 2.0237 -5.3318 0.01 -0.02 -0.01
B -6.2707 1.4780 -2.1248 -0.03 0.02 0.00
Br -7.6867 0.1419 -2.1466 0.00 -0.02 -0.01
B -4.8592 1.3342 -1.0512 0.06 0.03 -0.03
Br -4.6782 -0.1952 0.1609 -0.40 0.19 0.05
B -4.6482 1.1773 -2.8186 0.03 -0.03 0.02
Br -4.1522 -0.5240 -3.6173 -0.01 0.00 0.01
H -3.0574 4.7103 -1.9644 0.00 0.00 0.01
H -5.6646 4.9204 -0.9603 0.01 0.00 0.00
H -3.9070 3.2656 0.4731 0.00 0.00 0.00
H -6.7823 2.6288 0.1943 0.01 0.00 0.00
H -7.6999 3.6725 -2.4106 0.00 0.00 0.00
H -5.4066 4.9560 -3.7448 0.01 0.01 0.01
C 1.0929 -1.1040 -6.0129 0.02 0.00 -0.01
C 0.8887 -1.9777 -4.7798 0.01 0.00 -0.01
C -0.4665 -1.7034 -4.1332 -0.01 0.02 0.02
C 2.0476 -1.8378 -3.7906 0.01 -0.01 0.00
N 2.2612 -0.4688 -3.3422 -0.02 0.02 0.07
C 1.5891 0.2280 -2.4217 0.00 -0.19 -0.17
N 2.1046 1.4280 -2.3288 -0.02 0.00 0.06
N 3.1198 1.4482 -3.2203 0.02 0.00 0.00
N 3.2212 0.3222 -3.8318 0.02 -0.02 -0.01
H 0.3188 -1.3052 -6.7543 -0.01 0.01 0.00
H 2.0670 -1.2776 -6.4742 0.00 -0.01 0.00
H 1.0320 -0.0452 -5.7523 0.00 0.00 0.00
H 0.9148 -3.0296 -5.0836 0.00 0.00 0.00
H -0.5789 -0.6517 -3.8569 0.01 0.01 -0.02
H -0.6245 -2.3142 -3.2408 0.00 -0.01 0.00
H -1.2754 -1.9219 -4.8310 0.00 -0.01 0.00
H 2.9869 -2.1583 -4.2386 0.00 0.02 -0.03
H 1.8697 -2.4497 -2.9064 0.01 -0.02 0.00
H 0.7456 -0.2003 -1.9102 0.05 0.21 0.20
O -1.2886 -0.2873 2.9090 -0.06 0.24 0.17
N -2.4006 -1.0765 2.9482 -0.09 -0.09 0.49
C -2.1454 -2.2356 3.4288 0.02 0.10 0.05
C -0.8600 -2.6209 3.9527 0.00 -0.04 0.00
N 0.1464 -2.9013 4.4257 0.00 0.00 0.00
C -3.2438 -3.1617 3.4888 0.06 -0.08 0.01
N -4.1115 -3.9069 3.5708 -0.01 0.01 0.01
N 1.1708 -4.8849 -2.3690 -0.06 -0.01 -0.01
C 1.7877 -5.0671 -1.1553 0.04 0.07 0.07
N 1.8064 -4.1731 -0.2273 -0.08 -0.09 0.02
C 2.4052 -4.6806 0.9182 0.04 0.13 0.00
C 2.4817 -4.0148 2.1398 0.02 -0.02 -0.05
C 3.1049 -4.6386 3.2046 -0.01 0.01 0.01
C 3.6568 -5.9138 3.0695 0.00 0.00 0.02
C 3.5727 -6.5967 1.8679 0.00 0.00 -0.01
C 2.9332 -5.9737 0.8057 0.02 0.01 -0.02
S 2.5982 -6.5840 -0.7898 0.02 -0.03 -0.01
H 0.3041 -4.3594 -2.2388 0.02 0.02 -0.01
H 0.9974 -5.7448 -2.8671 0.00 0.00 0.00
H 2.0301 -3.0379 2.2478 0.01 0.05 -0.01
H 3.1457 -4.1343 4.1612 0.00 0.00 0.00
H 4.1371 -6.3841 3.9178 0.00 0.00 0.00
H 3.9780 -7.5953 1.7689 0.00 0.00 -0.01
O -1.1451 -3.6772 1.0821 0.16 -1.28 0.56
N -1.0917 -4.2400 -0.0359 0.02 -0.56 -0.13
O -1.0187 -5.4495 -0.1413 0.00 -0.04 0.01
O -1.1204 -3.5029 -1.0734 0.33 -1.61 -0.69

Values of ΔE to the lowest compared entry with this formula, charge and spin, in order: 0.83; 28.42; 51.25; 15.01, all in kcal/mol.